Entry one
Entry from the OMol25 dataset: a structure of composition C4H14NO (ωB97M-V/def2-TZVPD).

The geometry in ORCA input format:
```
! RIJCOSX wB97M-V def2-TZVPD def2/J DEFGRID3
* xyz 1 1
C -0.4050 -0.3805 -2.0888
C 0.4046 0.3660 -0.8597
C 1.0005 -0.7104 0.0373
C 2.1423 -0.1596 1.0393
N -2.0779 0.1037 0.2621
H -1.1882 0.2306 -2.3644
H 0.0714 -0.6272 -3.0750
H -0.7084 -1.2386 -1.6632
H 1.2586 1.0304 -1.3163
H 1.2099 -1.6440 -0.5337
H 0.1472 -1.1114 0.7073
H 2.3893 -1.1160 1.6288
H 1.8138 0.6600 1.7450
H 3.0726 0.2040 0.5863
H -2.7350 0.8619 0.0062
H -2.7860 -0.6067 0.4013
H -1.3703 0.5190 1.1680
H -1.2756 1.4338 2.6152
H -0.2942 1.0365 -0.2348
O -0.6695 1.1482 1.9390
*
```

Entry two
Entry from the OMol25 dataset: a cluster of 2 separate species, C4H14NO in total (ωB97M-V/def2-TZVPD).

The geometry in ORCA input format:
```
! RIJCOSX wB97M-V def2-TZVPD def2/J DEFGRID3
* xyz 1 1
C -1.1753 1.4130 -0.7898
C -0.1758 0.3898 -0.2761
C 0.0630 -0.8447 -1.2558
C 0.2924 -2.2719 -0.6132
N 1.1821 1.0709 0.0467
H -2.0954 0.9518 -1.2932
H -1.0054 1.8840 -1.7171
H -1.7601 2.1620 -0.1421
H -0.6933 0.0938 0.6277
H -0.9575 -0.8374 -1.8090
H 0.8913 -0.7977 -1.9089
H -0.1061 -3.0797 -1.3446
H 1.1963 -2.5934 -0.2741
H -0.4818 -2.4165 0.2543
H 1.9333 0.9208 -0.5840
H 1.0021 2.0666 0.1175
H 1.5400 0.7894 0.9369
H -0.1334 -0.7126 2.6805
H -0.6947 0.5884 2.9577
O -0.1169 0.1708 2.3476
*
```

In hartree, relative to the most stable structure: entry one 0.2751; entry two 0.0000.

Entry one
Entry from the OMol25 dataset: a cluster of 2 separate species, C4H7ClS in total (ωB97M-V/def2-TZVPD).

The geometry in ORCA input format:
```
! RIJCOSX wB97M-V def2-TZVPD def2/J DEFGRID3
* xyz 0 1
C 0.1174 0.8670 -0.3741
C -0.4898 -0.1954 0.1128
C 1.6439 0.9459 -0.5967
C -2.6664 -0.0904 0.4591
S -3.1374 -1.7294 0.0651
Cl -3.2431 1.1775 -0.5038
H -0.5858 1.6877 -0.6191
H -0.1792 -1.0225 0.6102
H 1.9205 1.9935 -0.4088
H 1.7184 0.7179 -1.6911
H 2.0817 0.1373 0.0974
H -2.7988 0.2379 1.5328
H -2.1881 -1.9793 -0.7924
*
```

Entry two
Entry from the OMol25 dataset: an isolated molecule of C4H7ClS (ωB97M-V/def2-TZVPD).

The geometry in ORCA input format:
```
! RIJCOSX wB97M-V def2-TZVPD def2/J DEFGRID3
* xyz 0 1
C -0.6090 0.0098 1.1983
C 0.2661 -0.3124 0.0491
S 1.0757 -1.7713 0.2680
C 0.6166 0.8381 -0.7201
C -0.3654 0.0319 -1.3163
Cl -2.0942 0.2808 -1.2766
H 0.0701 0.3990 2.0479
H -0.9750 -0.9967 1.4446
H -1.5369 0.7301 0.9407
H 1.8468 -1.2747 1.2022
H 1.4810 0.6499 -1.2337
H 0.4855 1.8726 -0.3266
H -0.2613 -0.4571 -2.2775
*
```

In hartree, relative to the most stable structure: entry one 0.0511; entry two 0.0000.

Entry one
Entry from the OMol25 dataset: a cluster of 2 separate species, C4H7ClS in total (ωB97M-V/def2-TZVPD).

The geometry in ORCA input format:
```
! RIJCOSX wB97M-V def2-TZVPD def2/J DEFGRID3
* xyz 0 1
C 1.9600 -2.1771 -1.3437
C -0.1871 1.3684 -0.4267
C -2.0487 -0.2547 -0.4534
C -0.6617 0.1073 -0.2763
S 3.4014 -2.5738 -0.5465
Cl 0.4035 -1.0804 0.5335
H 1.8817 -1.1744 -1.6417
H 3.0264 -3.8439 -0.4367
H -0.6917 2.1940 -0.8698
H 0.7371 1.7120 -0.0821
H -2.4790 0.1039 -1.3883
H -2.2734 -1.3132 -0.7561
H -2.5653 -0.0242 0.5096
*
```

Entry two
Entry from the OMol25 dataset: a cluster of 2 separate species, C4H7ClS in total (ωB97M-V/def2-TZVPD).

The geometry in ORCA input format:
```
! RIJCOSX wB97M-V def2-TZVPD def2/J DEFGRID3
* xyz 0 1
C 1.4273 -0.6917 0.5976
C 0.6544 0.2487 -0.2435
C 0.3050 0.5714 -1.5789
C -1.8558 -0.0652 0.8998
S 1.7563 1.0618 0.7964
Cl -1.4814 -0.6158 2.5216
H 0.7303 -1.2044 1.3500
H 2.2330 -1.2785 0.3439
H 1.1652 1.2432 -1.9544
H -0.6867 0.9455 -1.5580
H 0.3947 -0.3321 -2.1666
H -2.3169 -0.7421 0.1752
H -2.3254 0.8592 0.8170
*
```

In hartree, relative to the most stable structure: entry one 0.0000; entry two 0.0120.

Entry one
Entry from the OMol25 dataset: the ion H2NOS2 with charge -1 (ωB97M-V/def2-TZVPD).

The geometry in ORCA input format:
```
! RIJCOSX wB97M-V def2-TZVPD def2/J DEFGRID3
* xyz -1 1
N -1.1583 -0.7627 0.5789
S 0.2229 0.4090 -0.0570
O -0.1986 1.7663 0.2127
S 2.1606 0.0196 -0.0521
H -0.8165 -1.7645 0.6413
H -0.2102 0.3323 -1.3239
*
```

Entry two
Entry from the OMol25 dataset: the ion H2NOS2 with charge -1 (ωB97M-V/def2-TZVPD).

The geometry in ORCA input format:
```
! RIJCOSX wB97M-V def2-TZVPD def2/J DEFGRID3
* xyz -1 1
N -1.0439 0.0303 0.8428
S 0.2066 0.2630 -0.0262
O 0.5722 1.6348 -0.3094
S 2.0509 -1.0087 0.0305
H -1.4442 -0.9175 0.7837
H -0.3416 -0.0018 -1.3214
*
```

In hartree, relative to the most stable structure: entry one 0.0264; entry two 0.0000.

Entry one
Entry from the OMol25 dataset: a structure of composition CH3NO2P (ωB97M-V/def2-TZVPD).

The geometry in ORCA input format:
```
! RIJCOSX wB97M-V def2-TZVPD def2/J DEFGRID3
* xyz -1 1
C 1.1786 0.2585 -0.2107
N 0.2031 -0.0315 -1.0474
O 2.4719 0.0146 -0.6152
O 1.1379 0.8324 0.8839
P -1.1600 0.6820 -0.4280
H 2.6576 -0.5165 -1.5516
H -2.0312 0.4843 -1.7022
H -0.7910 2.1173 -0.6633
*
```

Entry two
Entry from the OMol25 dataset: a cluster of 2 separate species, CH3NO2P in total (ωB97M-V/def2-TZVPD).

The geometry in ORCA input format:
```
! RIJCOSX wB97M-V def2-TZVPD def2/J DEFGRID3
* xyz -1 1
C 0.6848 -1.4373 0.1578
N 1.1520 -0.5790 0.8081
O 0.3527 -2.4479 -0.2894
O -1.0141 -0.0812 -1.2033
P -1.2774 1.1769 -0.3939
H 0.7588 0.3296 0.8423
H 0.0263 2.1191 -0.7863
H -0.6832 0.9198 0.8645
*
```

In hartree, relative to the most stable structure: entry one 0.0000; entry two 0.0033.

Entry one
Entry from the OMol25 dataset: a cluster of 5 separate species, C2H13NO4 in total (ωB97M-V/def2-TZVPD).

The geometry in ORCA input format:
```
! RIJCOSX wB97M-V def2-TZVPD def2/J DEFGRID3
* xyz 0 1
C 2.1249 -1.4047 0.8586
N 2.3395 -0.9730 -0.5189
C -0.1005 0.3397 -2.0126
O 0.7636 0.9186 -1.1410
H 1.6086 -0.5780 1.3897
H 3.0599 -1.6133 1.3659
H 1.4391 -2.2353 0.7430
H 3.2098 -0.4503 -0.6285
H 0.3140 0.0277 -2.9767
H -0.4719 -0.6065 -1.5533
H -0.9701 1.0077 -2.1558
H -1.1859 -0.0204 1.4862
H -1.9682 1.6090 2.7090
O -2.3874 0.9242 2.1776
H -2.5456 1.0215 0.6756
H -3.4418 1.5530 -0.5687
O -2.7555 0.9228 -0.3246
H 1.6249 -0.1917 -0.7558
H -0.1638 0.1901 0.3114
O -0.4934 -0.4410 0.9188
*
```

Entry two
Entry from the OMol25 dataset: a cluster of 4 separate species, C2H13NO4 in total (ωB97M-V/def2-TZVPD).

The geometry in ORCA input format:
```
! RIJCOSX wB97M-V def2-TZVPD def2/J DEFGRID3
* xyz 0 1
C 0.3127 0.6826 -3.0890
N -1.0067 0.3506 -2.5318
C -1.4382 1.1395 -1.4369
O -2.2690 0.3654 -0.4973
H 0.2568 1.6508 -3.5802
H 0.6654 -0.1645 -3.6709
H 0.9964 0.7917 -2.2470
H -1.7305 0.2878 -3.2292
H -0.6251 1.4771 -0.7949
H -1.9910 2.0554 -1.6959
H -2.7602 -0.1821 -1.1208
O 3.5145 -0.6544 3.1730
H 2.8910 -0.9416 2.4960
H 3.1405 -1.0067 3.9858
O -0.4944 0.2196 1.6942
H -1.1907 0.6088 2.2320
H -0.7530 0.4757 0.7969
O 1.1355 -2.1757 3.0131
H 0.3124 -2.4527 2.5940
H 1.0336 -2.5276 3.9089
*
```

Entry three
Entry from the OMol25 dataset: a cluster of 4 separate species, C2H13NO4 in total (ωB97M-V/def2-TZVPD).

The geometry in ORCA input format:
```
! RIJCOSX wB97M-V def2-TZVPD def2/J DEFGRID3
* xyz 0 1
C -1.6080 0.7932 -0.4178
N -1.6554 -0.2177 -1.4965
C -0.5398 -0.0560 -2.3505
O -1.0184 0.9588 -3.4144
H -1.2914 1.7525 -0.6699
H -0.7751 0.5036 0.2185
H -2.5520 0.4538 0.1414
H -2.5601 -0.2519 -1.9678
H 0.4664 0.3966 -2.0208
H -0.3246 -1.0475 -2.8228
H -0.2143 1.6503 -3.3605
O 1.7567 -0.8424 3.1208
H 0.8817 -0.8798 3.2950
H 1.8727 -0.3066 2.3478
O 0.2687 1.4778 2.6115
H -0.5614 1.2906 2.4441
H 0.4178 1.8524 3.4110
O 2.0435 -2.0759 0.6539
H 1.7334 -2.4182 1.5063
H 2.9770 -2.0409 0.7883
*
```

Entry four
Entry from the OMol25 dataset: a cluster of 4 separate species, C2H13NO4 in total (ωB97M-V/def2-TZVPD).

The geometry in ORCA input format:
```
! RIJCOSX wB97M-V def2-TZVPD def2/J DEFGRID3
* xyz 0 1
N 0.8180 1.1563 -0.3897
C 1.5407 0.2342 -1.2577
C 1.9069 -1.0098 -0.4474
O 0.8078 -1.6141 0.1361
H 0.5980 2.0834 -0.7327
H 1.0403 1.3141 0.6958
H 2.5617 0.6744 -1.5547
H 0.8401 0.0225 -2.1664
H 2.7215 -0.6585 0.2869
H 2.3427 -1.8858 -0.9250
H 0.7627 -1.2931 1.0837
O -1.8451 0.0629 0.4163
H -1.3546 -0.7247 0.2502
H -1.3730 0.8710 0.1698
O -1.2129 -1.2890 3.0679
H -1.0560 -1.2974 2.0539
H -1.6365 -0.4445 3.3894
O -2.5434 1.4424 -1.6523
H -3.0754 1.4342 -0.9461
H -1.8436 0.9217 -1.4782
*
```

In hartree, relative to the most stable structure: entry one 0.2741; entry two 0.0000; entry three 0.0595; entry four 0.0396.